1.
7
Properties=species:S:1:pos:R:3:lowdin_charge:R:1 method="wB97M-V/def2-TZVPD" multiplicity=1 gap_ha=0.3056 total_energy_ev=-7694.8091 lumo_energy_ev=-1.38 relative_energy_ev=3.7605 fmax_ev_per_a=1.33 total_charge=0
O -2.305 0.060 0.176 0.12
C -1.150 -0.133 0.253 -0.23
C -0.206 -1.199 0.689 0.04
C 1.063 -1.041 0.611 -0.05
C 1.547 0.108 0.135 -0.19
N 1.285 1.196 -0.311 0.15
H 0.021 0.962 -0.204 0.16


2.
27
Properties=species:S:1:pos:R:3:lowdin_charge:R:1 method="wB97M-V/def2-TZVPD" multiplicity=5 gap_ha="0.2324 / 0.2489" total_energy_ev=-26441.2358 lumo_energy_ev="-3.92 / -5.44" relative_energy_ev=0.0000 fmax_ev_per_a=3.37 total_charge=+1 s_squared=6.0367
C 1.310 -1.373 0.234 -0.36
C 2.249 -0.312 -0.082 -0.13
C 2.268 -0.080 -1.489 -0.09
C 1.225 -0.830 -2.076 -0.10
C 0.551 -1.636 -1.065 -0.25
Ru -0.417 -0.133 0.194 0.95
P -0.506 -0.147 2.396 0.62
H 1.281 -2.048 1.085 0.08
H 2.901 0.110 0.682 0.10
H 2.894 0.653 -1.992 0.11
H -0.078 -2.518 -1.198 0.10
H 0.927 -0.895 -3.120 0.11
H -0.713 1.143 3.055 -0.08
H 0.602 -0.751 3.123 -0.06
H -1.634 -0.958 2.822 -0.08
N -6.224 1.222 -1.743 0.19
C -5.190 1.589 -1.327 -0.14
C -3.894 2.028 -0.820 -0.18
C -3.667 3.358 -0.444 0.02
C -2.416 3.724 0.031 -0.01
C -1.426 2.744 0.131 -0.10
N -1.682 1.472 -0.204 -0.16
C -2.865 1.100 -0.709 -0.07
H -4.487 4.079 -0.549 0.15
H -2.184 4.756 0.333 0.13
H -0.415 2.915 0.502 0.12
H -2.910 0.038 -0.967 0.13


3.
70
Properties=species:S:1:pos:R:3:lowdin_charge:R:1 method="wB97M-V/def2-TZVPD" multiplicity=1 gap_ha=0.1409 total_energy_ev=-266854.3831 lumo_energy_ev=-3.83 fmax_ev_per_a=8.44 total_charge=0
C 4.834 -4.407 -0.967 -0.28
C 3.687 -5.363 -0.590 -0.85
I 4.722 -7.003 0.258 0.73
C 2.727 -5.670 -1.785 -0.94
I 2.601 -7.765 -2.189 0.82
P 1.053 -4.821 -1.410 0.46
C 0.339 -6.139 -0.322 -0.29
S -0.596 -3.378 -1.082 0.41
H 4.624 -3.469 -1.485 -0.12
H 5.480 -4.994 -1.601 0.08
H 5.386 -4.048 -0.101 0.05
H 3.109 -4.923 0.212 0.05
H 3.150 -5.217 -2.673 0.04
H 0.694 -4.852 -2.768 0.02
H 1.869 -3.743 -0.920 -0.10
H -0.397 -5.655 0.298 0.01
H 1.065 -6.570 0.351 0.04
H -0.197 -6.875 -0.899 0.03
H -0.468 -3.042 0.217 -0.16
Rb 6.316 -6.157 2.073 0.74
F -2.733 -0.565 2.938 -0.22
As -3.000 -2.232 2.791 0.67
F -3.133 -2.022 1.055 -0.30
F -4.703 -2.042 2.953 -0.25
F -3.228 -3.963 2.541 -0.31
F -2.851 -2.482 4.480 -0.24
F -1.276 -2.463 2.591 -0.29
F -2.101 4.440 4.186 -0.14
Al -2.706 3.308 3.138 -0.12
F -1.798 1.948 3.193 -0.12
F -2.767 3.918 1.606 -0.12
F -4.425 2.922 3.685 -0.41
N -3.678 -5.197 -0.751 0.32
H -3.527 -5.979 -0.115 0.15
H -4.249 -4.484 -0.281 0.16
H -2.771 -4.773 -1.001 0.04
H -4.153 -5.522 -1.592 0.15
F 5.491 -2.245 -0.410 -0.59
Al 3.517 -1.906 -1.584 1.00
F -4.299 6.686 1.977 0.03
C -4.160 7.363 0.811 -0.29
C -4.903 8.495 0.565 -0.04
C -4.725 9.154 -0.646 -0.10
C -3.824 8.664 -1.584 -0.09
C -3.092 7.515 -1.311 -0.06
C -3.258 6.865 -0.102 0.00
H -5.606 8.854 1.306 0.11
H -5.293 10.050 -0.858 0.10
H -3.694 9.175 -2.528 0.10
H -2.396 7.124 -2.041 0.10
H -2.694 5.973 0.137 0.11
Br -5.815 4.087 4.335 0.91
C 5.739 -0.016 2.403 -0.09
C 6.473 -0.627 3.582 -0.31
O 6.752 -2.014 3.350 -0.11
H 4.805 -0.546 2.220 0.07
H 5.517 1.036 2.587 0.08
H 6.333 -0.096 1.492 0.07
H 5.867 -0.568 4.484 0.11
H 7.415 -0.102 3.765 0.11
H 7.296 -2.065 2.558 0.07
N -1.177 3.815 -3.754 -0.31
S -2.108 4.641 -4.737 0.46
O -2.213 4.143 -6.064 -0.29
O -2.136 6.056 -4.572 -0.30
F -3.525 4.231 -4.134 -0.20
S 0.356 3.930 -4.093 0.45
O 1.123 2.939 -3.418 -0.31
O 0.901 5.239 -4.159 -0.29
F 0.433 3.429 -5.610 -0.21